1.
{"formula": "C44H70O7", "method": "wB97M-V/def2-TZVPD", "orbital_gap_ha": 0.2452, "smiles": "CCCCc1cc(CC[C@H](C)CCC=C(C)C)cc2c1C(=O)c1c(ccc(C)c1CCCC(=O)OCC)C2=O.CC(C)O.CC(C)O.CC(C)O", "symbols": ["C", "C", "C", "H", "C", "C", "H", "H", "C", "H", "C", "H", "O", "H", "H", "O", "C", "C", "C", "H", "C", "H", "H", "H", "H", "H", "H", "O", "H", "H", "C", "H", "H", "C", "O", "C", "H", "C", "H", "C", "H", "C", "C", "H", "H", "H", "C", "H", "C", "H", "H", "H", "H", "H", "C", "C", "C", "O", "C", "H", "C", "C", "C", "H", "H", "H", "C", "C", "H", "C", "C", "H", "C", "C", "H", "H", "H", "C", "O", "H", "H", "H", "H", "C", "H", "H", "H", "C", "C", "H", "H", "C", "H", "C", "H", "H", "C", "H", "H", "H", "H", "C", "H", "H", "H", "C", "H", "O", "H", "H", "H", "H", "H", "H", "H", "H", "H", "H", "C", "C", "H"], "coordinates": [[-1.84556, 1.01794, 3.00883], [2.02564, 5.32598, 3.13755], [3.58272, -3.90719, -2.54843], [3.33197, 7.03941, 3.31567], [-6.20265, 1.88262, 1.60828], [-0.58569, 3.50484, -0.27731], [-4.53883, 6.77063, -0.41677], [4.03884, 4.58870, 2.83233], [-0.98119, 1.77928, 4.06034], [-2.39503, 6.29765, 0.55086], [4.02859, 0.64844, -0.35748], [-5.43318, 5.37533, -1.10859], [0.58919, 1.67996, -3.84749], [-4.56468, 3.38404, -1.62098], [-5.14530, 3.13777, 2.96348], [-2.56783, -6.13400, 0.11804], [-0.70663, 1.25620, 0.71072], [-4.52669, -4.77993, -0.56048], [-3.37486, 4.92837, -0.73433], [3.05504, 0.38591, -0.76882], [-6.81713, 0.51460, 1.61338], [-6.31906, 2.64333, -0.40420], [-0.95456, -4.03857, 0.41248], [-4.71088, -5.61491, -1.23124], [1.02628, -2.93022, 0.37253], [-2.95830, -4.15711, 0.77397], [-1.73451, -0.40910, 1.45012], [3.95917, 0.39227, 1.04683], [1.01840, -5.46126, -0.41125], [-6.18927, 2.01972, 3.78876], [-6.12508, 2.65712, 2.90410], [2.89609, 5.22863, 4.88037], [-2.52653, 1.74340, 2.56561], [5.10254, -0.22476, -0.99271], [4.78374, -6.61566, -2.55542], [4.30007, 2.12513, -0.59714], [-1.31483, -3.75332, -1.24645], [-2.33557, 5.22170, 0.35470], [0.95667, 0.83491, 4.19788], [1.75395, -2.38003, -1.60108], [5.25463, 2.41829, -0.14990], [0.62942, -4.59350, -0.95251], [3.04682, -1.73208, -3.56428], [2.63903, 0.16623, -4.46564], [3.35895, -4.55708, -3.38982], [3.54455, -4.43873, -1.60794], [0.01827, -0.70284, -0.75999], [2.78853, 3.37330, 2.62095], [4.48158, -7.69632, -3.43970], [-0.20111, -0.20793, 2.21962], [-0.24755, 5.30446, 0.75107], [0.15682, 3.68119, -2.25782], [-1.24151, 1.41280, 5.05228], [-0.69943, 5.55286, -0.99655], [-4.67104, 5.69188, -0.39596], [3.09326, -8.23902, -3.13459], [3.03069, 4.42146, 2.44201], [-0.69074, -1.53198, -0.22834], [-4.19684, 2.71342, 0.37361], [2.33839, 7.04322, 1.84709], [5.54036, -8.78096, -3.31372], [-0.05887, 2.99158, -1.45350], [-0.88104, 2.63510, 0.77804], [-3.89869, 3.22317, 1.29279], [1.62051, 7.42874, 3.42103], [3.04577, -8.61542, -2.10901], [-0.84340, -4.47764, -0.57607], [1.47403, -3.38039, -0.50682], [0.75661, -4.83892, -2.00424], [0.69069, 1.05775, -2.81649], [-0.87064, 4.98268, -0.08644], [5.34484, -9.60742, -3.99835], [-1.07224, 0.34561, 1.86851], [2.38069, -0.52537, -3.67688], [2.43766, -3.76071, -0.17148], [-2.49704, 0.28032, 3.47619], [4.77278, -6.96025, -1.65591], [0.52872, 1.76069, 3.81275], [-1.29159, -6.52793, -1.62625], [-1.26599, 3.05090, 1.69839], [2.82613, -9.04991, -3.81341], [4.62230, -3.59710, -2.67759], [4.33214, 2.35454, -1.66395], [0.13205, 1.62053, -1.55017], [3.52381, 2.73458, -0.13252], [4.81324, 0.61961, 1.42969], [1.02134, 5.11008, 2.76741], [1.08751, -1.13731, -1.71631], [2.34642, 6.79537, 2.90990], [-2.98042, 5.27040, -1.69579], [3.04382, 4.59719, 1.36476], [2.75004, -2.64484, -2.55444], [-2.53856, 4.73479, 1.30588], [-3.45968, -5.08452, 0.49494], [-1.29641, 2.82687, 4.04920], [5.15408, -0.06159, -2.06980], [-0.19192, 0.75319, -0.50579], [-5.46373, -4.58822, -0.03396], [-6.90082, 3.41771, 2.93831], [-3.70795, 1.73638, 0.38430], [0.95780, 2.54916, 4.43543], [-5.68480, 2.41381, 0.45021], [-3.96371, -5.43150, 1.39436], [5.56618, -9.17399, -2.29364], [-2.92088, 2.89793, -1.37036], [-3.74278, 3.43818, -0.90170], [4.89356, -1.27910, -0.80751], [2.01540, 5.04404, 4.53725], [3.84410, -1.99096, -4.24971], [0.81627, 1.96348, 2.78592], [-4.99991, 5.34556, 0.58536], [-5.98443, -0.19216, 1.56362], [6.07466, 0.00826, -0.54787], [2.34430, -7.45103, -3.22327], [-4.31115, -3.85682, -1.09572], [-7.43590, 0.33121, 0.72997], [4.49978, -7.28305, -4.44934], [-7.36144, 0.31346, 2.53633], [1.39526, -0.24279, -2.73554], [-1.58642, -5.77394, -0.74773], [6.52984, -8.37644, -3.52948]], "atomic_forces_ev_per_a": [[0.47, 0.38, 0.04], [0.65, 0.14, 0.07], [0.32, 0.80, 0.13], [0.05, -0.07, -0.07], [-0.31, 0.50, -0.57], [0.02, 0.08, 0.08], [-0.08, 0.06, 0.09], [-0.01, 0.13, -0.03], [-0.42, 0.15, -0.73], [-0.08, -0.01, 0.16], [0.55, 0.16, 0.06], [-0.17, 0.33, -0.03], [0.22, 0.09, -0.42], [0.03, 0.01, -0.09], [-0.19, 0.37, 0.16], [-0.02, 0.74, -0.09], [0.16, 0.06, -0.33], [-0.18, 0.29, 0.46], [-0.57, -0.26, 0.55], [-0.05, -0.05, 0.15], [-0.95, 0.62, -0.02], [0.30, -1.59, -0.68], [0.06, -0.18, 0.12], [0.20, -0.01, -0.10], [-0.10, 0.19, -0.07], [0.30, -0.14, -0.06], [0.05, -0.11, -0.03], [-0.31, -0.11, -0.03], [0.04, -0.06, -0.06], [-0.16, 0.04, 0.03], [1.80, -1.07, 0.30], [0.01, 0.00, -0.01], [-0.21, -0.11, -0.08], [-0.13, -0.06, 0.08], [0.11, 0.09, -0.21], [-0.17, 0.09, -0.01], [-0.11, 0.04, 0.04], [0.60, 0.79, -0.81], [0.17, -0.15, -0.45], [-0.26, 0.66, -0.23], [0.05, -0.06, -0.07], [0.22, -0.48, 0.70], [-0.20, 0.25, 0.12], [-0.19, 0.15, 0.04], [-0.21, -0.17, 0.14], [-0.17, -0.31, -0.12], [-0.15, -0.28, 0.12], [-0.04, 0.00, -0.05], [-0.09, -0.42, 0.46], [0.11, 0.07, 0.03], [0.26, 0.39, -0.29], [0.13, -0.28, -0.24], [0.28, -0.03, 0.11], [0.36, 0.04, 0.04], [0.38, -0.77, -0.29], [-0.10, 0.16, -0.10], [-0.11, -0.20, -0.08], [-0.13, -0.15, 0.15], [-0.60, 0.94, -0.11], [0.03, 0.01, 0.00], [0.17, 0.08, -0.11], [-0.40, 0.24, 0.54], [0.21, -0.29, -0.05], [0.34, 0.00, -0.09], [-0.03, -0.02, -0.03], [0.06, -0.07, -0.02], [-0.37, 0.69, -0.24], [0.19, -0.20, -0.21], [-0.05, 0.17, -0.10], [-0.23, 0.31, 0.27], [-0.76, -0.94, 0.66], [-0.01, -0.01, 0.03], [-0.79, 0.08, -0.25], [0.03, -0.55, 0.13], [0.05, 0.01, 0.01], [0.18, -0.12, 0.16], [0.00, -0.04, -0.01], [-0.19, 0.15, 1.26], [0.19, -0.59, -0.36], [0.02, 0.10, 0.02], [-0.01, -0.01, 0.02], [0.06, -0.16, -0.04], [0.02, 0.01, 0.00], [0.16, -0.17, -0.07], [-0.05, -0.04, -0.04], [0.01, 0.00, -0.01], [-0.05, -0.08, 0.17], [0.09, -0.07, 0.22], [-0.19, 0.10, 0.01], [0.02, 0.12, 0.01], [0.02, 0.01, 0.00], [0.01, -0.44, 0.05], [-0.15, -0.14, -0.04], [-0.81, 0.07, 0.41], [-0.05, 0.01, 0.07], [0.05, 0.00, 0.01], [0.33, 0.12, -0.01], [-0.06, -0.01, -0.04], [-0.12, -0.04, -0.09], [-0.01, -0.03, 0.11], [0.16, 0.04, -0.11], [0.16, 0.17, 0.93], [0.16, -0.23, 0.05], [-0.10, -0.04, -0.01], [0.11, -0.01, 0.12], [0.11, 0.24, 0.02], [-0.02, 0.00, -0.03], [-0.35, -0.06, -0.01], [0.00, 0.08, -0.09], [-0.01, -0.20, -0.10], [-0.13, 0.30, 0.12], [0.01, -0.02, 0.01], [0.03, 0.04, -0.08], [0.00, -0.01, -0.04], [0.16, -0.20, -0.36], [-0.05, -0.08, 0.03], [0.04, 0.15, 0.06], [-0.25, -0.09, -0.13], [0.25, 0.19, -0.38], [0.38, -0.20, -0.17], [-0.02, 0.01, -0.05]], "lowdin_charge": [-0.19, -0.50, -0.04, 0.08, -0.34, -0.19, 0.08, 0.09, -0.23, 0.11, -0.49, 0.08, 0.12, 0.10, 0.06, 0.00, -0.11, -0.06, -0.36, 0.11, -0.06, 0.10, 0.11, 0.08, 0.11, 0.11, 0.11, -0.05, 0.12, 0.07, -0.06, 0.09, 0.07, -0.05, -0.07, -0.05, 0.13, -0.17, 0.08, -0.08, 0.08, -0.15, -0.03, 0.12, 0.09, 0.06, -0.24, 0.07, -0.49, 0.12, 0.10, 0.13, 0.10, 0.12, -0.06, -0.06, -0.06, 0.09, -0.19, 0.08, -0.06, 0.04, 0.01, 0.08, 0.08, 0.08, -0.12, -0.13, 0.12, -0.29, -0.12, 0.08, -0.14, 0.01, 0.10, 0.11, 0.09, -0.10, 0.13, 0.11, 0.08, 0.09, 0.08, -0.08, 0.06, 0.08, 0.12, -0.03, -0.06, 0.14, 0.07, -0.20, 0.10, -0.23, 0.09, 0.08, -0.02, 0.07, 0.08, 0.11, 0.06, -0.08, 0.12, 0.08, 0.10, -0.16, 0.08, -0.06, 0.12, 0.06, 0.08, 0.08, 0.08, 0.08, 0.07, 0.08, 0.14, 0.07, -0.11, -0.49, 0.08]}

=====

2.
{"formula": "C3H6IN2O", "method": "wB97M-V/def2-TZVPD", "e_above_lowest_ev": 0.000, "orbital_gap_ha": [0.2644, 0.2649], "multiplicity": 3, "s2": 2.011, "total_charge": 1, "symbols": ["H", "H", "C", "H", "N", "H", "C", "H", "N", "H", "I", "O", "C"], "coordinates": [[0.95252, 2.21946, -0.91489], [-0.84085, -2.69912, 0.35740], [-0.47719, 2.03470, 0.60384], [2.50491, 0.10483, -0.84595], [0.44672, 1.59137, -0.27901], [-0.96930, 1.41922, 1.44498], [-0.48377, -0.65979, -0.07295], [-0.62432, 3.13404, 0.67715], [-0.25128, -1.97855, -0.17104], [0.66726, -2.24193, -0.48810], [-2.53294, -0.16347, -0.10025], [1.73030, -0.44839, -0.62046], [0.51165, 0.18269, -0.38391]], "atomic_forces_ev_per_a": [[-0.32, -0.59, 0.50], [1.04, 1.55, -1.33], [-2.38, 2.26, 2.73], [-0.69, 0.16, 0.25], [0.89, -3.45, -0.73], [1.57, 0.93, -1.75], [-3.34, -2.70, 0.12], [0.20, -1.06, -0.20], [-0.87, -0.93, 1.51], [0.20, -0.41, 0.14], [0.18, -0.19, -0.02], [-1.72, 1.07, -0.14], [5.25, 3.36, -1.08]], "lowdin_charge": [0.18, 0.17, -0.11, 0.16, 0.01, 0.06, -0.69, 0.09, 0.12, 0.12, 1.08, 0.11, -0.31]}